{
  "formula": "C5H4O",
  "method": "ωB97M-V with the def2-TZVPD basis set",
  "species": ["C", "C", "C", "C", "C", "O", "H", "H", "H", "H"],
  "xyz": [[0.79237, 1.90742, 0.36386], [-1.22801, -0.61151, -0.78577], [-2.00530, 0.40687, -0.64786], [0.85355, 0.71438, 0.43930], [0.73516, -0.73016, 0.49785], [-0.08942, -1.28254, -0.52872], [0.81099, 2.95527, 0.31288], [-1.90653, -1.14212, -1.49373], [1.70527, -1.21245, 0.35647], [0.33193, -1.00515, 1.48573]],
  "forces_ev_per_a": [[0.40, -0.62, 0.14], [1.50, -6.14, -2.69], [-2.26, 6.19, 2.43], [-0.24, 0.33, -0.18], [0.82, 0.06, 0.81], [-1.29, 1.15, 0.11], [-0.09, 0.59, -0.06], [1.22, -1.50, -0.32], [-0.13, 0.05, 0.14], [0.07, -0.12, -0.37]],
  "homo_ha": [-0.2622, -0.3559],
  "energy_ev": -7287.876,
  "charge": 0,
  "orbital_gap_ev": [7.884, 7.297],
  "lumo_energy_ha": [0.02750, -0.08773],
  "multiplicity": 3
}